This record from the Open Molecules 2025 dataset describes C3H3NO in the gas phase at a distorted geometry. The level of theory is wB97M-V/def2-TZVPD.

```
8
Properties=species:S:1:pos:R:3:forces:R:3
C 0.260 -1.680 -1.668 -0.4 -1.4 -0.9
C 0.034 -0.933 -0.752 0.1 0.3 1.3
C -0.056 -0.098 0.479 -0.2 -2.2 -1.4
N -0.312 1.115 0.283 0.6 1.0 -1.2
O -0.221 1.826 1.418 0.2 3.1 1.5
H 0.311 -2.491 -2.445 0.0 1.6 1.3
H 0.055 -0.563 1.477 0.2 0.4 -0.6
H -0.070 2.823 1.208 -0.7 -2.8 0.0
```
Forces are in eV/Å.

Computed properties:
Kohn-Sham gap in eV: 10.4
Electronic energy in a.u.: -245.96034
F_max in Eh/bohr: 0.067



This record from the Open Molecules 2025 dataset describes C3H3NO in the gas phase at a distorted geometry. The level of theory is wB97M-V/def2-TZVPD.

```
8
Properties=species:S:1:pos:R:3:forces:R:3
C -0.497 -0.116 -0.912 1.5 -0.4 -0.1
C 0.763 -0.474 -0.509 0.2 -0.6 0.7
O 0.867 -0.091 0.840 0.2 -0.4 -1.2
C -0.310 0.498 1.092 1.2 1.2 2.6
N -1.110 0.566 0.127 -1.7 -0.3 -1.3
H -0.985 -0.329 -1.859 0.2 0.3 0.3
H 1.667 -1.038 -0.876 -1.5 0.9 0.3
H -0.395 0.985 2.098 0.0 -0.7 -1.2
```
Forces are in eV/Å.

Computed properties:
Kohn-Sham gap in eV: 10.7
Electronic energy in a.u.: -246.08344
F_max in Eh/bohr: 0.060



This record from the Open Molecules 2025 dataset describes C3H3NO in the gas phase at a distorted geometry. The level of theory is wB97M-V/def2-TZVPD.

```
8
Properties=species:S:1:pos:R:3:forces:R:3
C -1.621 -0.146 -0.074 -0.8 -0.5 0.4
C 0.950 -0.332 0.283 -0.1 -0.1 -0.3
C 0.562 1.075 0.005 3.0 1.4 -2.1
N -0.470 0.052 0.266 -1.0 -0.3 -0.4
O -2.776 -0.218 -0.196 0.5 0.0 -0.3
H 1.202 -1.140 -0.394 0.0 0.2 -0.7
H 1.295 -0.583 1.242 0.0 -0.2 1.5
H 0.859 1.291 -1.132 -1.6 -0.6 1.9
```
Forces are in eV/Å.

Computed properties:
Kohn-Sham gap in eV: 8.1
Electronic energy in a.u.: -245.92923
F_max in Eh/bohr: 0.076



This record from the Open Molecules 2025 dataset describes C3H3NO in the gas phase at a distorted geometry. The level of theory is wB97M-V/def2-TZVPD.

```
8
Properties=species:S:1:pos:R:3:forces:R:3
N -2.663 -0.042 -0.233 10.9 -4.0 0.0
C -1.430 -0.447 -0.207 -9.6 4.8 0.3
C 0.008 -0.361 0.276 -3.1 -3.0 3.0
C 1.003 0.536 -0.179 -6.6 -2.3 -7.3
O 1.031 -0.887 -0.457 1.0 0.1 -0.6
H -0.003 -0.691 1.348 0.0 0.4 -0.9
H 1.597 0.858 0.462 5.5 3.3 5.1
H 0.457 1.033 -1.010 1.8 0.7 0.4
```
Forces are in eV/Å.

Computed properties:
Kohn-Sham gap in eV: 11.5
Electronic energy in a.u.: -245.96040
F_max in Eh/bohr: 0.226



This record from the Open Molecules 2025 dataset describes 3 unconnected molecules or ions with the total composition C3H3NO2 at a distorted geometry. The level of theory is wB97M-V/def2-TZVPD.

```
9
Properties=species:S:1:pos:R:3:forces:R:3
C -1.637 2.193 -0.371 -2.4 1.5 0.2
C -11.323 -0.081 0.520 -1.1 1.2 3.5
C -0.517 1.874 -0.189 1.9 -1.6 0.3
N -11.291 0.475 -0.553 0.1 -1.6 2.4
O -10.966 0.332 -1.771 0.3 0.3 -2.0
O -11.524 -0.220 1.793 0.7 0.1 -3.9
H -2.599 2.665 -0.320 0.2 -0.3 -0.4
H 0.333 1.265 0.003 0.4 0.4 -0.1
H 2.836 11.600 0.022 0.0 0.0 0.0
```
Forces are in eV/Å.

Computed properties:
Kohn-Sham gap in eV: 2.6
Electronic energy in a.u.: -321.07690
F_max in Eh/bohr: 0.077
Charge: -2



This record from the Open Molecules 2025 dataset describes C3H3NO2 in the gas phase at a distorted geometry. The level of theory is wB97M-V/def2-TZVPD.

```
9
Properties=species:S:1:pos:R:3:forces:R:3
C -0.122 0.011 1.054 3.3 2.1 -1.3
C 1.940 1.082 0.103 0.8 0.0 -0.6
C -1.186 -0.501 0.312 0.8 -2.3 -4.0
N 0.912 0.478 0.013 -4.3 -2.2 2.4
O 2.931 1.617 -0.105 1.3 0.9 0.4
O -1.256 -0.529 -1.153 3.0 1.9 0.9
H -2.153 -0.428 0.663 -1.8 0.0 1.2
H -0.772 -1.562 0.488 -0.4 0.4 0.8
H -0.294 -0.169 -1.377 -2.8 -1.0 0.2
```
Forces are in eV/Å.

Computed properties:
Kohn-Sham gap in eV: 9.3
Electronic energy in a.u.: -321.20622
F_max in Eh/bohr: 0.104



This record from the Open Molecules 2025 dataset describes 2 unconnected molecules or ions with the total composition C3H3NO2 at a distorted geometry. The level of theory is wB97M-V/def2-TZVPD.

```
9
Properties=species:S:1:pos:R:3:forces:R:3
O 1.546 -0.063 -0.065 -0.2 0.1 0.0
C 0.729 0.909 -0.382 -0.1 0.1 -0.1
C 0.920 2.121 -1.071 0.0 -0.1 0.2
O -0.505 0.947 -0.267 0.3 0.0 0.0
C -1.583 -2.020 0.631 1.0 0.0 0.0
N -0.432 -2.002 0.657 -1.2 -0.1 0.0
H 1.014 -0.825 0.258 0.0 0.0 0.0
H 0.965 2.961 -0.364 0.0 -0.1 0.0
H -2.654 -2.028 0.604 0.1 0.0 0.0
```
Forces are in eV/Å.

Computed properties:
Kohn-Sham gap in eV: 9.2
Electronic energy in a.u.: -321.20180
F_max in Eh/bohr: 0.023



This record from the Open Molecules 2025 dataset describes C3H3NO2 in the gas phase at a distorted geometry. The level of theory is wB97M-V/def2-TZVPD.

```
9
Properties=species:S:1:pos:R:3:forces:R:3
C 2.269 -0.049 0.144 2.5 2.7 -0.5
C -1.401 -0.101 0.126 0.4 4.9 0.4
C 1.041 -0.619 0.137 -3.4 -1.2 -0.6
N 3.306 0.488 0.015 -1.4 -1.0 0.5
O -0.135 0.219 0.224 1.1 -0.7 -0.1
O -2.431 0.919 0.040 3.2 -1.5 0.0
H -1.644 -1.032 -0.162 -1.3 -3.1 -0.8
H 1.009 -1.621 -0.360 -0.8 1.1 0.7
H -2.014 1.796 -0.164 -0.3 -1.1 0.3
```
Forces are in eV/Å.

Computed properties:
Kohn-Sham gap (alpha / beta) in eV: 8.6 / 6.6
Electronic energy in a.u.: -321.18622
F_max in Eh/bohr: 0.096